(1)
Entry from the OMol25 dataset: the ion C5H11N3 with charge +2 in a non-equilibrium geometry (ωB97M-V with the def2-TZVPD basis set).

ΔE to the lowest compared entry with this formula, charge and spin in kcal per mole: 125.01
Orbital gap in hartree: 0.2656
Total charge: +2

Each line ends with the Löwdin charge.
Atoms and positions in Å:
C: -0.99080 -0.43966 2.32853  -0.224
C: -0.20842 0.85014 0.33561  -0.142
C: 0.37444 -0.20024 -0.72656  0.000
C: 1.49063 -0.95116 -0.18564  0.050
C: -0.13248 -0.18697 -2.07083  0.075
N: -1.87407 -1.18251 1.79832  0.200
N: -0.36457 0.59928 1.66192  0.139
N: -0.14004 2.07582 -0.11595  0.308
H: -0.63696 -0.47437 3.37653  0.164
H: 1.11085 -1.32828 0.82190  0.142
H: 2.51727 -0.22965 0.12096  0.271
H: 1.91894 -1.74460 -0.75884  0.106
H: -0.25032 0.80574 -2.43652  0.130
H: -1.19666 -0.40596 -2.13636  0.176
H: 0.36318 -0.76120 -2.72160  0.087
H: -2.32773 -1.80847 2.43396  0.086
H: -0.54215 1.39575 2.18199  0.147
H: -0.11477 2.29036 -1.07225  0.134
H: -0.40682 2.83968 0.43238  0.152

=====

(2)
Entry from the OMol25 dataset: a cluster of 2 separate species, CHN2OS in total in a non-equilibrium geometry (ωB97M-V with the def2-TZVPD basis set).

ΔE to the lowest compared entry with this formula, charge and spin in kcal per mole: 68.74
Orbital gap (alpha / beta) in hartree: 0.3017 / 0.1756
Total charge: -1

Each line ends with the Löwdin charge.
Atoms and positions in Å:
C: -1.93900 0.48254 -1.06704  -0.484
N: -1.68105 0.75928 -2.16236  0.070
N: -2.04008 0.72680 0.17626  -0.140
O: -2.84737 0.18516 1.06497  -0.206
S: 0.47951 -1.23510 0.94453  0.104
H: -0.34469 -0.60625 1.82779  -0.345

=====

(3)
Entry from the OMol25 dataset: a structure of composition C42H41GaO25P (ωB97M-V with the def2-TZVPD basis set).

Orbital gap in hartree: 0.1357
Total charge: -1

Each line ends with the Löwdin charge.
Atoms and positions in Å:
C: -2.81767 0.10439 0.18610  -0.070
C: -3.13917 -0.99805 1.18279  -0.306
O: -1.92553 -1.51558 1.66944  -0.196
C: -2.08792 -2.67630 2.48017  -0.354
C: -0.75627 -3.38714 2.59555  -0.324
Ga: -0.11100 -4.21865 0.85150  0.227
P: 2.20840 -3.70207 0.64335  0.649
C: 2.85441 -5.17999 -0.29257  -0.431
C: 2.78653 -4.25506 2.34020  -0.418
H: -2.68386 -0.28483 -0.82488  0.047
H: -3.59357 0.87721 0.16482  0.065
H: -1.87241 0.56955 0.47873  0.076
H: -3.69926 -1.81947 0.70152  0.114
H: -3.77695 -0.63633 2.01125  0.111
H: -2.52148 -2.35485 3.44913  0.108
H: -2.83975 -3.33381 2.00606  0.102
H: -0.84863 -4.18167 3.34874  0.042
H: -0.01820 -2.67208 2.98575  0.029
H: -0.87699 -3.59186 -0.40756  -0.089
H: -0.27961 -5.83530 0.88276  -0.107
H: 2.25252 -6.08242 -0.13924  0.007
H: 2.86752 -4.95539 -1.36516  -0.016
H: 3.88602 -5.39511 0.01125  0.013
H: 3.79662 -3.88907 2.56084  0.010
H: 2.78764 -5.34660 2.44769  0.022
H: 2.09904 -3.86863 3.10110  -0.003
C: -0.56002 -2.78065 -2.94852  0.064
C: 0.27637 -3.52689 -3.69380  -0.202
C: 0.25627 -3.51415 -5.22255  -0.282
O: 1.10273 -4.19460 -5.79083  0.067
C: -0.74525 -2.75090 -5.91628  0.064
C: -1.58762 -2.02035 -5.17048  -0.216
C: -1.52782 -1.98207 -3.63906  -0.285
O: -2.35662 -1.24194 -3.12964  0.094
O: -2.54268 -1.24332 -5.64675  0.082
O: 1.21035 -4.30636 -3.18146  0.106
H: -0.53964 -2.79545 -1.86298  0.040
H: -0.76945 -2.76991 -6.99649  0.130
H: -2.99547 -0.87865 -4.84646  0.100
H: 1.62901 -4.81838 -3.90246  0.079
C: -6.75767 1.42445 -5.03983  0.073
C: -7.23939 2.54438 -5.60189  -0.228
C: -6.77163 3.06226 -6.96208  -0.313
O: -7.31759 4.08878 -7.33839  0.087
C: -5.75769 2.34376 -7.68013  0.064
C: -5.26506 1.22454 -7.11971  -0.219
C: -5.75876 0.69137 -5.76947  -0.294
O: -5.24290 -0.35454 -5.41603  0.102
O: -4.32427 0.47827 -7.66137  0.125
O: -8.16325 3.31874 -5.05963  0.112
H: -7.08678 1.05503 -4.07931  0.137
H: -5.41779 2.72302 -8.63306  0.133
H: -4.13595 -0.25414 -7.03293  0.103
H: -8.29952 4.04540 -5.70756  0.117
C: 5.50255 0.92204 2.79079  0.070
C: 5.52576 1.47614 4.00903  -0.234
C: 4.46560 1.19494 5.07349  -0.335
O: 4.62749 1.81172 6.12626  0.047
C: 3.40357 0.28897 4.78893  0.056
C: 3.36432 -0.27728 3.56409  -0.214
C: 4.41774 0.01246 2.49060  -0.301
O: 4.23298 -0.56411 1.44116  0.102
O: 2.43048 -1.10312 3.16769  0.113
O: 6.45160 2.33073 4.43370  0.096
H: 6.24546 1.12085 2.03175  0.132
H: 2.64745 0.10781 5.53916  0.137
H: 2.63105 -1.38627 2.24253  0.081
H: 6.20354 2.50863 5.36919  0.111
C: 5.43302 -6.83900 -4.10911  0.075
C: 6.68588 -6.78627 -4.58496  -0.231
C: 7.11993 -5.80673 -5.67229  -0.316
O: 8.29829 -5.88133 -5.99333  0.081
C: 6.15593 -4.90742 -6.23292  0.062
C: 4.88983 -4.95691 -5.77327  -0.214
C: 4.46848 -5.91669 -4.65118  -0.279
O: 3.31125 -5.83244 -4.28014  0.099
O: 3.92966 -4.19371 -6.24330  0.124
O: 7.68027 -7.55758 -4.17650  0.108
H: 5.12607 -7.51542 -3.32436  0.138
H: 6.46510 -4.22755 -7.01373  0.132
H: 3.06669 -4.40847 -5.81201  0.091
H: 8.45702 -7.26698 -4.70459  0.115
C: 0.99297 5.00255 3.73311  0.081
C: 0.72439 6.31313 3.82325  -0.225
C: 1.59812 7.29536 4.60112  -0.310
O: 1.21740 8.45645 4.57717  0.088
C: 2.75687 6.81002 5.29663  0.066
C: 3.02766 5.49506 5.22094  -0.217
C: 2.17244 4.52091 4.40627  -0.286
O: 2.57725 3.37358 4.40254  0.117
O: 4.03162 4.90322 5.83701  0.121
O: -0.31708 6.90824 3.25992  0.090
H: 0.38499 4.30775 3.17100  0.140
H: 3.35874 7.50301 5.86668  0.133
H: 3.94613 3.93956 5.64839  0.094
H: -0.23505 7.85475 3.51530  0.120
C: -3.39899 6.13558 4.47768  0.075
C: -3.37944 6.30794 5.80863  -0.223
C: -4.58710 6.04375 6.70362  -0.310
O: -4.40948 6.24913 7.89402  0.093
C: -5.81456 5.58664 6.10954  0.066
C: -5.83776 5.41118 4.77806  -0.227
C: -4.62682 5.67917 3.88227  -0.301
O: -4.81242 5.48082 2.69366  0.104
O: -6.88861 4.99741 4.09440  0.116
O: -2.32211 6.72051 6.48983  0.113
H: -2.53100 6.32015 3.86180  0.114
H: -6.66889 5.39737 6.74338  0.134
H: -6.58869 4.96050 3.15832  0.121
H: -2.60990 6.74069 7.42862  0.118